(1)
66
Properties=species:S:1:pos:R:3:forces:R:3:lowdin_charge:R:1 method="wB97M-V/def2-TZVPD" e_lumo_ev=-1.54 e_tot_ev=-96164.3588 e_homo_ev=-9.9
N 1.478715 -1.695272 0.345617 0.1 0.3 -0.1 -0.108
P 2.192562 -0.373588 -0.007444 -0.7 -1.8 0.0 0.471
O 1.675454 0.864722 0.828513 0.6 0.2 0.2 -0.117
O 3.757577 -0.510068 0.253745 -0.2 0.8 0.0 -0.144
C 1.965319 0.060498 -1.745569 0.8 0.3 -0.3 -0.148
C 2.855808 0.492930 -2.655508 -0.6 0.3 0.1 -0.473
S 4.551554 0.869829 -2.518055 0.4 -0.3 0.4 0.906
C 2.099653 0.607973 -3.967279 0.4 0.2 0.4 -0.423
O 2.507979 0.500935 -5.075210 -0.3 0.5 0.1 0.181
O 0.769029 0.745208 -3.612172 -0.2 -1.1 -0.6 0.144
C 0.652464 -0.035520 -2.461212 0.1 0.3 0.3 -0.412
O -0.313490 -0.677801 -2.208736 0.1 0.5 -0.1 0.166
H 0.988163 -2.074950 -0.455816 -0.1 -0.1 0.2 -0.014
H 1.902104 1.729840 0.455217 -0.3 0.0 0.0 0.081
H 4.182484 0.354847 0.361801 0.2 -0.2 0.0 0.067
H 4.470627 2.178330 -2.813570 -0.2 0.0 -0.3 -0.109
O 0.218543 2.387741 -0.839684 0.0 0.2 -0.2 0.156
C -0.643530 2.902952 -0.195409 -0.1 -0.2 -0.1 -0.533
O -1.559490 3.753894 -0.689104 0.0 0.0 0.1 0.091
C -2.510248 4.034793 0.350447 -0.1 0.1 0.0 -0.032
C -1.707877 3.723868 1.595795 -0.2 -0.1 0.1 -0.304
F -2.468608 3.233369 2.589215 0.0 -0.1 0.0 0.099
O -0.824658 2.709069 1.128629 0.3 0.3 0.0 0.142
H -3.364425 3.364588 0.253530 0.0 -0.1 0.1 0.149
H -2.846886 5.065471 0.295428 0.1 0.0 -0.1 0.142
H -1.118477 4.559447 1.977394 0.0 0.0 0.1 0.175
O 4.553631 4.474214 -3.874336 -0.1 0.0 0.0 0.165
C 4.489667 4.065288 -4.987954 -0.1 0.0 0.0 -0.558
O 4.535558 2.757266 -5.313828 0.0 0.0 -0.1 0.028
C 4.280467 2.630897 -6.717688 0.0 -0.2 -0.1 -0.045
C 4.666133 4.006993 -7.219156 -0.2 0.0 0.0 -0.305
F 3.917650 4.397774 -8.274118 0.0 0.0 0.1 0.084
O 4.366980 4.831130 -6.100750 0.3 0.0 0.0 0.143
H 3.221805 2.426404 -6.878444 0.0 0.1 0.0 0.139
H 4.871484 1.827323 -7.146325 0.1 0.0 0.2 0.145
H 5.721282 4.120482 -7.472437 0.0 0.0 -0.1 0.174
O -0.844772 -4.914991 5.480900 0.0 0.1 0.0 0.183
C -0.192265 -4.170756 4.830640 0.1 -0.1 0.1 -0.548
O -0.641974 -3.009098 4.297401 0.3 0.0 -0.1 0.034
C 0.474962 -2.324809 3.699437 -0.2 0.2 -0.1 -0.047
C 1.434699 -3.462031 3.450671 0.1 0.0 0.1 -0.322
F 2.729055 -3.087784 3.573608 0.0 0.0 0.1 0.074
O 1.113806 -4.366679 4.497556 -0.2 -0.1 -0.2 0.131
H 0.882577 -1.606296 4.412314 0.1 -0.1 0.1 0.146
H 0.181088 -1.802994 2.795384 -0.2 -0.1 -0.1 0.116
H 1.302400 -3.963024 2.490717 0.1 0.1 0.0 0.165
O -4.518252 1.492023 4.580159 0.1 0.0 0.0 0.165
C -4.222144 0.359276 4.772911 0.1 0.0 0.0 -0.557
O -3.979429 -0.552893 3.809376 0.0 0.0 0.1 0.076
C -3.510478 -1.757233 4.439625 -0.1 -0.2 -0.2 -0.043
C -4.070268 -1.613389 5.834499 0.3 0.1 0.0 -0.305
F -3.269781 -2.168329 6.774688 0.0 0.1 0.0 0.079
O -4.086270 -0.204181 6.008497 -0.3 0.0 -0.1 0.128
H -2.424340 -1.768388 4.438641 -0.1 0.0 0.2 0.120
H -3.878731 -2.633689 3.915805 -0.1 0.1 -0.2 0.126
H -5.082626 -2.000119 5.962676 0.0 -0.1 0.1 0.173
O -4.488540 -3.209367 1.599833 0.1 -0.1 0.1 0.178
C -3.857824 -3.169076 0.596928 0.0 -0.1 0.0 -0.542
O -2.692399 -2.504419 0.429531 0.0 -0.1 -0.1 0.073
C -2.190645 -2.800553 -0.884973 0.2 0.2 0.1 -0.048
C -3.450692 -3.214372 -1.606521 0.1 -0.2 0.0 -0.310
F -3.215170 -4.158553 -2.549296 0.0 0.0 0.0 0.076
O -4.225650 -3.779765 -0.564610 -0.1 0.3 0.0 0.134
H -1.486800 -3.634054 -0.835144 -0.1 -0.1 0.0 0.148
H -1.694086 -1.929967 -1.302802 -0.2 -0.1 0.2 0.099
H -4.007530 -2.393828 -2.061770 0.0 0.0 -0.1 0.175

---

(2)
102
Properties=species:S:1:pos:R:3:forces:R:3:lowdin_charge:R:1 method="wB97M-V/def2-TZVPD" e_lumo_ev=-2.66 total_charge=+1 e_tot_ev=-244953.4433 e_homo_ev=-10.9
Lu 0.033706 -0.525563 0.136516 1.1 0.6 1.6 1.355
O 2.800353 3.454133 -2.954534 0.0 0.0 -0.1 0.112
C 3.817055 3.183580 -2.149884 0.1 -0.2 0.1 -0.503
O 4.558521 4.044617 -1.740928 0.0 0.2 0.0 0.094
C 4.037295 1.765813 -1.781537 0.1 -0.4 0.0 -0.080
C 5.255305 1.291186 -1.321776 -0.4 0.4 -0.3 0.004
N 5.093323 -0.009019 -1.047352 -0.2 0.3 -0.2 0.035
N 3.856481 -0.419196 -1.276178 -0.4 -0.2 -0.2 0.122
C 3.181720 0.627967 -1.732845 0.8 0.0 -0.1 -0.201
C 1.741901 0.488047 -2.081521 0.5 0.6 -0.9 -0.580
O 1.211736 1.372019 -2.784271 0.3 -0.3 0.2 -0.033
O 1.105595 -0.518945 -1.662742 0.4 -0.5 -0.4 -0.208
H 2.200209 2.669816 -3.075492 0.2 0.1 0.2 0.075
H 6.193372 1.798322 -1.223755 0.2 0.1 0.1 0.137
H 5.794905 -0.663850 -0.696734 -0.1 0.1 0.1 0.026
S -2.734627 2.435905 3.267759 0.4 -0.4 -0.2 1.052
C -1.641746 1.479311 4.183724 -0.1 0.2 -0.1 -0.371
C -0.855796 0.741205 3.359764 -0.1 0.0 0.6 -0.252
N -1.095062 0.916621 2.029401 0.0 0.0 -0.6 -0.120
C -2.052301 1.774425 1.842256 -0.3 0.4 0.1 -0.509
H -1.646161 1.524263 5.254621 0.0 -0.1 0.2 0.066
H -0.096508 0.042917 3.664005 0.0 -0.1 0.0 0.092
H -2.414799 2.070608 0.873857 0.0 -0.1 -0.2 0.060
N 6.561527 -4.493724 0.882048 -0.3 0.1 0.0 0.129
C 6.199332 -3.226238 0.688579 0.4 -0.2 0.0 -0.818
S 7.268965 -2.011582 0.393547 0.4 0.0 0.1 0.736
C 4.762131 -2.896362 0.683525 -0.7 0.0 -0.1 -0.276
C 4.207461 -2.101495 1.682594 0.0 -0.1 -0.1 -0.003
C 2.905287 -1.658892 1.536088 0.0 -0.1 0.1 -0.138
N 2.157109 -1.931379 0.466602 0.3 -0.1 -0.2 -0.057
C 2.683350 -2.718112 -0.470947 0.0 0.0 0.1 -0.206
C 3.958914 -3.247633 -0.395190 0.1 -0.1 0.4 -0.013
H 7.542033 -4.730435 0.880083 -0.1 0.0 0.0 0.111
H 5.875761 -5.209563 1.064326 0.1 0.0 0.0 0.125
H 4.794790 -1.824810 2.545730 0.0 0.1 0.0 0.118
H 2.443593 -1.035436 2.296649 0.1 -0.1 -0.1 0.073
H 2.071158 -2.917695 -1.340500 0.0 0.1 0.0 0.091
H 4.347899 -3.868064 -1.185437 0.0 0.0 -0.2 0.126
O -1.133656 0.855089 -0.862606 -0.3 0.2 0.3 -0.671
As -1.323811 1.635400 -2.305306 -1.5 1.6 -2.0 1.292
C -0.433276 3.372464 -2.261201 0.0 -0.4 0.1 -0.312
C -0.040403 3.797511 -1.001619 -0.3 -0.5 0.2 -0.133
C 0.652911 4.984353 -0.854640 0.0 0.1 -0.1 -0.069
C 0.940572 5.755958 -1.966400 -0.1 0.0 0.1 -0.063
C 0.512693 5.350936 -3.218910 -0.1 0.0 -0.1 -0.065
C -0.166277 4.154809 -3.374453 -0.3 -0.2 -0.1 -0.086
C -1.271597 0.432998 -3.841284 0.1 0.1 0.4 -0.283
C -1.362751 -0.923854 -3.576456 0.0 0.0 0.5 -0.116
C -1.358354 -1.840913 -4.613075 0.0 0.0 0.0 -0.059
C -1.278715 -1.397830 -5.922216 0.0 0.0 0.0 -0.065
C -1.225039 -0.039412 -6.189083 0.0 0.1 0.0 -0.063
C -1.226611 0.880945 -5.153584 0.0 0.3 0.2 -0.071
C -3.220893 2.188166 -2.374509 0.6 -0.2 0.1 -0.269
C -4.210833 1.252492 -2.654127 0.2 -0.3 0.0 -0.098
C -5.531327 1.653002 -2.769030 0.0 -0.1 0.0 -0.072
C -5.870329 2.986202 -2.604055 0.0 0.0 0.0 -0.073
C -4.892049 3.915929 -2.298268 0.0 0.1 0.0 -0.073
C -3.570902 3.519709 -2.183315 0.4 0.0 0.1 -0.093
H -0.265623 3.168381 -0.145023 0.1 0.2 0.0 0.054
H 0.980611 5.300412 0.123951 0.0 0.0 0.1 0.104
H 1.505823 6.667669 -1.858126 0.1 0.1 0.0 0.114
H 0.733043 5.954594 -4.084727 0.0 0.1 -0.1 0.115
H -0.481940 3.832413 -4.356791 0.0 0.0 -0.1 0.103
H -1.436679 -1.256379 -2.543219 0.0 0.0 -0.2 0.044
H -1.415842 -2.897297 -4.400576 0.0 -0.1 0.0 0.109
H -1.258602 -2.110382 -6.733118 0.0 0.0 -0.1 0.110
H -1.185421 0.308213 -7.209898 0.0 0.0 -0.1 0.110
H -1.195406 1.941617 -5.366373 0.0 0.0 -0.1 0.099
H -3.938298 0.207306 -2.780656 -0.1 0.1 -0.1 0.101
H -6.298103 0.927609 -2.991500 -0.1 -0.1 0.0 0.107
H -6.895942 3.302336 -2.711319 -0.1 0.0 0.0 0.108
H -5.155793 4.951330 -2.154662 0.0 0.1 0.0 0.107
H -2.793823 4.239955 -1.945387 -0.2 0.0 -0.1 0.098
Cl -2.851090 -1.024733 0.295831 -1.2 0.2 0.0 0.641
C -3.947231 -2.353087 0.793501 0.1 -0.2 0.2 -0.880
Cl -3.886678 -3.672022 -0.376816 -0.2 -0.1 0.0 0.566
H -4.960518 -1.954722 0.822440 0.3 0.0 -0.1 0.042
H -3.606186 -2.724612 1.763286 -0.1 0.2 -0.3 0.022
C 3.990618 4.686943 4.085255 0.0 0.2 -0.1 0.005
C 3.411377 3.342318 3.849571 0.0 -0.4 0.5 -0.252
C 3.273826 2.394275 4.833565 0.0 0.0 -0.3 0.042
C 2.695859 1.150291 4.501237 0.2 0.5 0.0 -0.288
N 2.244751 0.907756 3.290467 -0.1 -0.3 0.2 0.086
C 2.357059 1.827998 2.333727 -0.1 0.1 -0.3 -0.705
S 1.802498 1.580529 0.775357 0.1 0.3 -0.1 0.837
N 2.966448 3.031614 2.613678 -0.1 -0.3 0.0 0.127
C 2.557904 0.067064 5.508932 0.0 -0.1 0.0 -0.003
H 4.454191 4.735147 5.065833 0.0 0.0 0.0 0.093
H 3.199513 5.434903 4.040804 0.0 0.1 0.0 0.103
H 4.728172 4.938992 3.326877 0.1 0.0 -0.1 0.099
H 3.608953 2.589220 5.836363 0.1 0.1 0.1 0.126
H 3.076439 3.674584 1.835554 0.0 0.0 0.1 0.155
H 3.493204 -0.076974 6.046604 0.0 0.0 0.1 0.094
H 2.264146 -0.857254 5.020646 0.0 -0.1 0.0 0.084
H 1.790558 0.336461 6.235021 0.0 0.0 0.1 0.098
Cl -0.587932 -2.992246 -0.689895 0.0 -0.7 -1.0 0.671
C -0.699390 -3.798299 0.883147 0.0 0.2 1.1 -0.924
Cl 0.813619 -4.605616 1.251345 0.1 -0.6 0.1 0.709
C -0.912998 -2.694901 1.993229 -0.7 -1.3 0.0 -0.809
O -1.742078 -2.927556 2.847995 0.0 -0.1 0.1 0.057
O -0.176169 -1.687348 1.856074 0.3 0.1 0.9 -0.262
H -1.494910 -4.543373 0.858763 0.1 0.3 -0.1 0.053

---

(3)
16
Properties=species:S:1:pos:R:3:forces:R:3:lowdin_charge:R:1 method="wB97M-V/def2-TZVPD" e_lumo_ev=0.65 e_tot_ev=-11455.1677 e_homo_ev=-7.6
C 1.822018 0.596019 -0.403825 0.1 0.5 0.0 0.011
C -1.135327 -1.399751 -0.783260 0.9 -0.1 0.4 -0.042
C -1.121698 0.950507 0.417795 0.6 -5.3 -2.0 -0.473
C 0.714916 0.163742 0.529480 -0.5 0.1 -0.5 -0.431
C -0.606001 -0.221601 -0.025084 -1.8 -0.4 -1.2 -0.167
O -2.300245 1.464633 0.381645 -1.2 2.0 0.5 0.188
O 1.217264 -0.640123 1.570492 -0.1 0.6 -0.2 0.053
O -0.065624 1.414343 0.995062 3.4 2.6 2.8 0.104
H -2.258529 2.293973 0.886631 -0.4 0.0 -0.1 0.145
H 1.146086 -1.554308 1.254334 -0.2 0.3 0.3 0.115
H 1.475278 1.357011 -1.108601 -0.1 -0.2 0.1 0.095
H 2.660299 1.018326 0.158560 -0.1 -0.1 0.0 0.091
H 2.193742 -0.260896 -0.975582 -0.1 0.0 0.2 0.092
H -1.050859 -2.302385 -0.166643 -0.3 -0.1 0.0 0.068
H -2.178867 -1.266306 -1.073158 0.2 0.0 0.0 0.081
H -0.512453 -1.613182 -1.657847 -0.3 0.1 -0.2 0.070

---

(4)
11
Properties=species:S:1:pos:R:3:forces:R:3:lowdin_charge:R:1 method="wB97M-V/def2-TZVPD" e_lumo_ev=0.18 e_tot_ev=-18929.8138 e_homo_ev=-9.0
C -0.075605 -0.153710 1.502511 2.1 0.2 1.0 0.054
C 1.453919 1.653688 -0.011782 0.3 -0.1 -1.0 -0.694
N -0.620400 -1.085005 1.035947 -0.6 0.2 1.5 -0.246
N 1.295393 2.266926 0.941841 0.2 0.7 0.7 0.093
N -1.314562 -1.891584 0.442159 -0.9 -1.2 -1.9 0.036
N -0.230271 0.580199 -1.585481 1.6 -2.6 3.5 -0.265
S 1.551402 0.709190 -1.418804 -1.8 0.0 0.1 0.838
H 0.948600 0.061003 1.936563 -1.9 -0.4 -0.6 0.095
H -2.046263 -2.450302 0.918105 1.0 0.9 0.4 0.083
H -0.446072 0.723179 -2.511516 -0.6 0.3 -2.6 -0.030
H -0.516141 -0.413584 -1.249544 0.5 2.2 -1.0 0.036